Entry 1:
Density functional theory data (the ωB97M-V functional and the def2-TZVPD basis) for the molecule C5H10O.

Element x y z (Å)
C (-0.55, -0.04, 1.83)
C (0.70, 0.65, -0.12)
H (2.29, -0.71, -0.66)
H (0.16, 1.51, -0.53)
H (2.40, 0.88, -1.44)
H (-1.56, -0.79, -1.41)
H (1.26, 1.03, 0.75)
C (-0.35, -0.39, 0.37)
H (1.21, -0.31, -2.01)
H (-2.42, -1.00, 0.13)
C (-1.68, -0.39, -0.39)
O (-1.49, 0.56, 2.27)
H (0.31, -0.32, 2.47)
H (-2.09, 0.62, -0.46)
C (1.70, 0.10, -1.12)
H (0.10, -1.39, 0.32)

LUMO energy (eV): 1.0261
Molecular weight (g mol⁻¹): 86.1
Frontier orbital gap (eV): 10.74
Energy above the lowest of the compared OMol25 structures with the same formula, charge and spin (kcal per mole): 9.59
SMILES string: CC[C@H](C)C=O

Entry 2:
Density functional theory data (the ωB97M-V functional and the def2-TZVPD basis) for a cluster of 2 separate species, C5H10O in total in a non-equilibrium geometry.

Element x y z (Å)
H (2.17, -2.05, 0.50)
C (-0.70, -2.74, -1.20)
C (0.20, -2.35, -0.25)
H (-0.16, -2.28, 0.79)
H (-0.82, 3.71, 1.92)
O (-2.16, 1.88, 0.42)
H (-0.75, 4.24, 0.13)
H (0.60, 3.57, 0.95)
H (-1.70, -3.02, -0.87)
H (-0.30, 1.25, 0.64)
H (-0.43, -2.51, -2.23)
H (1.71, -0.87, -0.68)
H (2.21, -2.49, -1.22)
C (-0.50, 3.51, 0.90)
C (1.64, -1.95, -0.47)
C (-1.00, 2.09, 0.66)

LUMO energy (eV): 0.9079
Molecular weight (g mol⁻¹): 86.1
Frontier orbital gap (eV): 10.37
Energy above the lowest of the compared OMol25 structures with the same formula, charge and spin (kcal per mole): 42.44
SMILES string: C=CC.CC=O